This record from the Open Molecules 2025 dataset describes a structure of composition C41H47F6I2N2O4Sr. The level of theory is ωB97M-V/def2-TZVPD.

For the frontier orbital gap, the calculation gives 5.4 eV. The value obtained for the lowest unoccupied orbital energy is 0.02348 hartree. Its HOMO energy is -4.76 eV. The calculation puts the electronic energy at -3226.598448 Ha. The relative energy (zero: lowest compared OMol25 entry of this formula, charge and spin) is 0.000 eV.

Structure (ORCA input):
```
! RIJCOSX wB97M-V def2-TZVPD def2/J DEFGRID3
* xyz -1 1
Sr 1.79789 0.73768 -1.02086
C -2.05874 -4.36047 2.63414
C -1.50134 -2.93074 2.71051
C -0.63810 -2.77980 3.97217
C -2.67118 -1.95197 2.80725
C -0.64418 -2.66998 1.48043
C -0.96187 -1.75502 0.55060
C -0.12679 -1.59771 -0.62478
N -0.44088 -0.94286 -1.68607
C -1.56559 -0.09914 -1.67050
C -2.61437 -0.30817 -2.55643
C -3.70554 0.54141 -2.56429
C -3.64852 1.64425 -1.71023
C -2.58838 1.94618 -0.87002
C -1.48709 1.03872 -0.79829
O -0.44382 1.17599 -0.04763
C -2.68582 3.24151 -0.04603
C -2.97558 4.41771 -0.99471
C -1.42548 3.61930 0.74133
C -3.84201 3.10502 0.95765
C -4.92525 0.33387 -3.45969
C -4.80265 -0.92959 -4.31318
C -6.18717 0.20006 -2.59344
C -5.08998 1.53373 -4.40398
C 1.21216 -2.27042 -0.65713
O 2.05897 -1.84698 -1.43489
C 1.46278 -3.34964 0.30814
C 0.56499 -3.48400 1.30649
C 2.74470 -4.16881 0.21239
C 2.77925 -5.28373 1.26021
C 3.96103 -3.25575 0.44400
C 2.83442 -4.81563 -1.17910
H -2.65305 -4.57961 3.52397
H -1.26079 -5.10280 2.57267
H -2.69716 -4.47228 1.75587
H -1.25426 -2.91853 4.86328
H -0.19215 -1.78549 4.00932
H 0.16924 -3.51239 4.01171
H -3.24205 -2.15831 3.71427
H -3.34705 -2.04692 1.95605
H -2.31751 -0.91996 2.85343
H -1.85213 -1.14692 0.60512
H -2.55504 -1.17265 -3.20577
H -4.49423 2.32407 -1.71742
H -2.16679 4.51644 -1.72144
H -3.04204 5.34959 -0.42733
H -3.91155 4.29300 -1.54139
H -0.55243 3.69439 0.09745
H -1.19934 2.88913 1.51528
H -1.59481 4.59164 1.21483
H -4.79112 2.90760 0.45467
H -3.94680 4.02264 1.54328
H -3.64459 2.27855 1.64423
H -4.71174 -1.82145 -3.69018
H -3.93666 -0.87968 -4.97579
H -5.69532 -1.03915 -4.93330
H -6.09894 -0.65870 -1.92485
H -7.07053 0.06147 -3.22341
H -6.34306 1.08846 -1.97998
H -4.20880 1.63858 -5.03949
H -5.21361 2.46213 -3.84505
H -5.96706 1.40018 -5.04363
H 0.74882 -4.23894 2.05825
H 2.80244 -4.88058 2.27493
H 3.68865 -5.86936 1.11883
H 1.92472 -5.95836 1.16345
H 3.89999 -2.77620 1.42431
H 4.03174 -2.48230 -0.31829
H 4.87585 -3.85272 0.41841
H 1.98226 -5.47796 -1.35130
H 3.74832 -5.40872 -1.25174
H 2.85735 -4.05836 -1.96004
I 7.20312 -0.42680 -0.47621
C 5.81880 -0.28815 1.08512
C 6.21992 -0.55015 2.39447
C 5.32332 -0.49271 3.43286
I 6.01563 -0.90256 5.37761
C 3.96939 -0.16542 3.19623
C 2.96678 -0.04016 4.18298
C 1.68514 0.28124 3.82878
C 1.37153 0.46037 2.47247
N 2.28174 0.35291 1.53095
C 3.56481 0.07273 1.85536
C 4.49468 0.02590 0.73278
O 4.09618 0.24914 -0.44682
H 7.25455 -0.80151 2.58497
H 3.22769 -0.19242 5.22248
H 0.91486 0.40114 4.57956
H 0.36623 0.70261 2.14061
C 1.67032 5.13256 -2.44508
C 2.62904 4.04735 -1.92640
O 2.06869 2.83033 -1.84900
C 3.84803 3.98907 -2.88373
F 4.79824 3.15266 -2.45887
F 4.44264 5.18413 -3.09073
F 3.45737 3.55737 -4.09568
C 3.11526 4.46495 -0.51135
F 2.05838 4.70296 0.28647
F 3.83544 3.51162 0.08960
F 3.85900 5.58955 -0.49189
H 1.38705 4.87072 -3.46326
H 2.12133 6.12534 -2.43193
H 0.78021 5.12065 -1.81963
*
```


This record from the Open Molecules 2025 dataset describes a structure of composition C41H48Cl2NOP3SV in a non-equilibrium geometry. The level of theory is ωB97M-V/def2-TZVPD.

For the frontier orbital gap (alpha / beta), the calculation gives 6.6 / 4.3 eV. The value obtained for the lowest unoccupied orbital energy (alpha / beta) is -0.18063 / -0.26833 hartree. Its HOMO energy (alpha / beta) is -11.56 / -11.56 eV. The calculation puts the electronic energy at -5007.108280 Ha.

Structure (ORCA input):
```
! RIJCOSX wB97M-V def2-TZVPD def2/J DEFGRID3
* xyz 2 2
P -4.80819 -3.79557 1.04173
C -5.90380 -2.43471 0.85282
C -7.05275 -2.60914 0.02316
H -7.05333 -3.39060 -0.73172
C -8.15570 -1.78360 0.22539
H -9.07898 -1.95541 -0.32072
C -8.09157 -0.73689 1.15643
H -8.97877 -0.14021 1.36652
C -6.88914 -0.45574 1.82613
H -6.83111 0.41718 2.47587
C -5.78651 -1.28773 1.67222
H -4.83083 -1.09255 2.17317
C -3.95872 -4.36909 -0.40798
C -4.06072 -3.63281 -1.62522
H -4.47141 -2.61894 -1.61081
C -3.70689 -4.23621 -2.82914
H -3.79313 -3.67479 -3.76559
C -3.28544 -5.57221 -2.84460
H -3.09017 -6.06489 -3.79984
C -3.13046 -6.29131 -1.65032
H -2.78966 -7.33193 -1.67971
C -3.43678 -5.69716 -0.43540
H -3.35609 -6.26578 0.50151
C -4.19667 -4.26167 2.60817
C -5.06366 -5.03538 3.42076
H -6.09867 -5.16009 3.09734
C -4.56435 -5.61199 4.57855
H -5.18532 -6.25257 5.20553
C -3.23576 -5.37681 4.97197
H -2.84390 -5.84158 5.88339
C -2.41913 -4.52484 4.21578
H -1.40879 -4.31625 4.56223
C -2.88483 -3.94589 3.03857
H -2.30051 -3.23036 2.46465
V 0.42161 0.12375 0.10650
C 1.58733 -1.53503 -0.71342
C 0.98966 -2.71501 -0.92793
H 2.63719 -1.36700 -0.99673
C -0.46202 -2.84816 -0.46810
O -0.43882 -3.85503 0.57899
H -1.34025 -4.03165 0.91657
C -0.81853 -1.52357 -0.02360
H -1.10806 -3.16979 -1.30740
C -1.34009 -0.32426 0.06691
Cl 2.06665 1.22731 -1.16768
Cl -0.39399 2.28303 0.68250
P -1.03195 0.66089 -2.18284
C -0.85693 2.41013 -2.60676
H 0.18879 2.62273 -2.85385
H -1.13095 3.00281 -1.72583
H -1.52146 2.63268 -3.45111
C -0.25619 -0.32596 -3.49236
H -0.48981 -1.38851 -3.34781
H 0.83179 -0.20272 -3.45664
H -0.64413 0.00718 -4.46360
C -2.80166 0.33359 -2.38308
H -3.32173 0.57367 -1.44816
H -2.95770 -0.72853 -2.61069
H -3.19292 0.96098 -3.19407
P 1.86930 -4.14389 -1.62349
C 3.31416 -3.53191 -2.49295
C 0.78251 -5.02747 -2.75266
H 3.93452 -2.91296 -1.82974
H 3.01166 -2.92925 -3.36235
H 3.89824 -4.39715 -2.83939
H -0.09102 -5.42759 -2.21915
H 1.35453 -5.85766 -3.19403
H 0.44189 -4.35680 -3.55410
C 2.33171 -5.23313 -0.27715
H 3.01805 -4.71166 0.40283
H 2.82479 -6.11914 -0.69958
H 1.42937 -5.51450 0.28130
H -2.26701 0.06901 0.43486
N 0.78810 -0.33811 1.91536
S 2.21430 -0.27739 2.77016
C 3.01856 1.19531 2.16124
C 2.42421 2.44475 2.31066
C 3.06563 3.57892 1.81157
C 4.34243 3.46489 1.25775
C 4.94972 2.20895 1.13074
C 4.29126 1.06789 1.58197
C 1.69121 0.36431 4.38254
C 2.68397 0.41726 5.38047
C 2.42697 1.06456 6.59022
C 1.15838 1.61164 6.83144
C 0.15534 1.50359 5.86449
C 0.41463 0.87288 4.63496
H 0.06031 -0.75131 2.51442
H 1.45525 2.51973 2.79892
H 2.56705 4.54946 1.87681
H 4.87408 4.36048 0.92877
H 5.94151 2.11461 0.68400
H 4.73237 0.07451 1.50947
H 3.65509 -0.02774 5.17077
H 3.21855 1.13871 7.33879
H 0.96001 2.11746 7.77916
H -0.83738 1.91896 6.05751
H -0.36549 0.80996 3.87770
*
```


This record from the Open Molecules 2025 dataset describes a structure of composition C41H48IN7O6PbSSi in a non-equilibrium geometry. The level of theory is ωB97M-V/def2-TZVPD.

For the frontier orbital gap, the calculation gives 2.7 eV. The value obtained for the lowest unoccupied orbital energy is -0.16358 hartree. Its HOMO energy is -7.18 eV. The calculation puts the electronic energy at -3604.110054 Ha. The relative energy (zero: lowest compared OMol25 entry of this formula, charge and spin) is 2.827 eV.

Structure (ORCA input):
```
! RIJCOSX wB97M-V def2-TZVPD def2/J DEFGRID3
* xyz 0 1
Pb -1.10358 1.08091 -0.20355
N -3.42236 -0.96690 -1.89970
N -2.74751 -1.08923 -3.11458
C -2.07506 -0.11885 -3.72328
N -1.70196 -0.34018 -4.99117
S -1.74949 1.39128 -3.01270
H -2.82736 -1.30050 -1.14535
H -3.62185 0.01311 -1.72735
H -2.87758 -1.97623 -3.57112
H -1.86878 -1.21363 -5.46006
H -1.18210 0.37752 -5.46273
C -2.14535 -3.73934 -0.74413
C -2.63637 -3.53747 0.69758
C -1.47012 -3.23053 1.62221
C -0.79459 -4.29103 2.21132
C 0.38673 -4.09180 2.91124
C 0.92575 -2.81891 2.98461
C 0.26145 -1.72172 2.44180
C 0.85943 -0.35000 2.64164
C 0.52969 0.20482 4.03151
C -0.96728 -1.92716 1.80669
N -1.72309 -0.81615 1.34104
C -2.94752 -0.72565 1.73408
C -3.83584 0.25439 1.23571
C -5.16521 0.51983 1.57323
C -5.56061 1.60623 0.78804
C -4.45278 1.95543 0.00871
N -3.42011 1.13478 0.26792
H -2.99401 -3.93257 -1.40677
H -1.46088 -4.58330 -0.80439
H -1.60065 -2.85666 -1.09807
H -3.13218 -4.44732 1.03745
H -3.37950 -2.74310 0.70042
H -1.20371 -5.29117 2.11066
H 0.90167 -4.92760 3.37017
H 1.87814 -2.65556 3.47962
H 0.50020 0.34234 1.88209
H 1.93990 -0.42821 2.52708
H -0.55154 0.23170 4.19532
H 0.92592 1.21700 4.15178
H 0.96995 -0.42766 4.80518
H -3.32260 -1.40654 2.49939
H -5.75764 -0.03051 2.29154
H -6.52487 2.09313 0.78119
H -4.35659 2.75771 -0.70884
O -0.17423 5.77678 5.58634
C -1.28361 5.30955 5.42608
O -2.42007 5.31761 5.87206
C -1.25473 4.26114 4.11609
C -2.17454 3.23448 4.07718
C -2.09845 2.37500 2.99506
N -1.18103 2.52226 2.03133
C -0.31233 3.52011 2.09961
C -0.30342 4.44252 3.14556
C 0.74636 3.65597 1.00077
O 1.52388 4.59359 1.09628
O 0.69090 2.75376 0.09279
H -2.92867 3.11389 4.83996
H -2.79840 1.55763 2.89953
H 0.43966 5.22511 3.15823
N -2.39666 5.45234 -2.26505
C -1.59654 4.47946 -1.79380
O -2.01022 3.65184 -0.97832
C -0.19383 4.40925 -2.36262
I 0.80358 6.29105 -2.48065
H -3.33495 5.52903 -1.91270
H -2.04715 6.16525 -2.88158
H -0.23480 4.01751 -3.37677
H 0.41743 3.76644 -1.73860
C 1.78393 -0.93244 -4.17898
C 2.49718 -0.19080 -3.03967
C 2.03612 1.26955 -2.99058
C 4.01770 -0.25491 -3.18844
Si 1.86978 -1.02161 -1.38810
O 0.31389 -0.60412 -1.20109
C 2.16579 -2.89110 -1.43478
C 1.40809 -3.67045 -0.55457
C 1.58099 -5.04851 -0.46375
C 2.53367 -5.68175 -1.24839
C 3.30333 -4.92926 -2.12421
C 3.11716 -3.55553 -2.21598
C 3.13672 -0.37889 -0.12787
C 4.19183 -1.17594 0.33227
C 5.08271 -0.69437 1.28638
C 4.94379 0.59271 1.79161
C 3.89886 1.39625 1.35247
C 3.00867 0.90989 0.39968
H 2.04311 -0.48801 -5.15524
H 0.69817 -0.86340 -4.05451
H 2.05572 -1.99149 -4.21438
H 2.17129 1.74261 -3.97693
H 2.61457 1.84694 -2.26254
H 0.97812 1.34235 -2.72547
H 4.32940 0.30257 -4.08552
H 4.38372 -1.27791 -3.29567
H 4.51963 0.19722 -2.33055
H 0.67145 -3.17930 0.07034
H 0.97218 -5.62026 0.22636
H 2.68721 -6.75191 -1.17325
H 4.05653 -5.41244 -2.73528
H 3.72930 -3.00622 -2.91966
H 4.32153 -2.18151 -0.05425
H 5.89110 -1.32857 1.63436
H 5.64841 0.96952 2.52430
H 3.76904 2.40090 1.74123
H 2.19295 1.54394 0.07843
*
```


This record from the Open Molecules 2025 dataset describes a structure of composition C41H49BIrO2P2 in a non-equilibrium geometry. The level of theory is ωB97M-V/def2-TZVPD.

For the frontier orbital gap (alpha / beta), the calculation gives 6.0 / 6.5 eV. The value obtained for the lowest unoccupied orbital energy (alpha / beta) is -0.17765 / -0.27935 hartree. Its HOMO energy (alpha / beta) is -10.87 / -14.07 eV. The calculation puts the electronic energy at -2553.250721 Ha. The relative energy (zero: lowest compared OMol25 entry of this formula, charge and spin) is 1.720 eV.

Structure (ORCA input):
```
! RIJCOSX wB97M-V def2-TZVPD def2/J DEFGRID3
* xyz 2 6
Ir -1.43987 -2.26772 0.12421
C -2.10943 -4.33034 0.51388
C -1.73064 -4.31147 -0.95900
C -2.81977 -3.95700 -1.99236
C -3.92823 -3.09474 -1.36215
C -3.54506 -2.41999 -0.06486
C -2.97206 -3.10202 1.09988
C -3.86214 -4.13897 1.82479
C -3.37976 -5.20699 0.85375
C -1.82575 1.13568 0.25610
H -1.33809 -4.72414 1.17855
H -1.32147 -5.30337 -1.17302
H -3.26219 -4.86273 -2.42436
H -2.35177 -3.42802 -2.83563
H -4.21531 -2.32776 -2.11415
H -4.83508 -3.72216 -1.23646
H -4.20923 -1.64208 0.24345
H -2.52745 -2.42872 1.83067
H -4.94456 -3.90521 1.86800
H -3.46481 -4.25867 2.85209
H -3.12228 -6.16169 1.34203
H -4.07601 -5.37276 0.00844
H -1.69725 0.29204 0.94457
H -2.13851 2.05776 0.75008
H -0.92886 1.30280 -0.32313
P -0.01889 -3.55505 -1.18858
P -3.14536 0.82680 -0.92577
C -1.29356 -1.15529 -1.56413
C -2.42235 -0.52131 -1.92098
C 0.87070 -3.62759 -2.69359
C 0.77216 -4.81600 -3.45366
C 1.78463 -5.08340 -4.37230
C 2.83267 -4.17091 -4.54363
C 2.84725 -2.93834 -3.87947
C 1.83611 -2.62419 -2.97112
C 1.07984 -4.18266 0.13173
C 0.88103 -3.87819 1.49876
C 1.63221 -4.49728 2.48981
C 2.57657 -5.45902 2.11340
C 2.82892 -5.73512 0.75328
C 2.11026 -5.05851 -0.23673
C -3.34289 2.14941 -2.05306
C -2.20783 2.53398 -2.78927
C -2.25148 3.75918 -3.46701
C -3.40718 4.55801 -3.36391
C -4.56051 4.12374 -2.70530
C -4.55498 2.86245 -2.09336
C -4.56945 0.57521 0.15964
C -4.40989 0.59654 1.56417
C -5.51376 0.46195 2.40272
C -6.80442 0.38799 1.86762
C -6.98009 0.33030 0.47650
C -5.86236 0.36246 -0.36307
H -0.39271 -1.04435 -2.18431
H -2.78539 -0.62845 -2.96313
H -0.07177 -5.50105 -3.26910
H 1.75664 -6.01113 -4.93725
H 3.64564 -4.42785 -5.22685
H 3.65625 -2.22324 -4.05976
H 1.77366 -1.65040 -2.45373
H 0.06038 -3.23048 1.82948
H 1.43216 -4.23184 3.53991
H 3.13173 -5.98869 2.88573
H 3.57214 -6.47233 0.44888
H 2.27236 -5.25849 -1.29290
H -1.29637 1.91958 -2.75754
H -1.37549 4.08529 -4.02809
H -3.39687 5.55799 -3.80702
H -5.45589 4.75243 -2.61924
H -5.44021 2.46775 -1.58978
H -3.42365 0.66337 2.01631
H -5.35559 0.44727 3.49176
H -7.67203 0.40234 2.53604
H -7.97411 0.27236 0.04214
H -6.01102 0.22535 -1.43594
C 2.74910 1.08525 -0.41915
C 2.27405 -0.18788 0.26765
C 3.33379 -1.25179 0.05137
O 1.06152 -0.59699 -0.36988
B 0.20885 -1.16779 0.60002
O 0.66578 -0.83786 1.88857
C 1.85476 -0.03862 1.77546
C 2.87435 -0.53865 2.78596
C 1.49405 1.40215 2.15246
H 1.99290 1.88457 -0.39392
H 2.94204 0.84837 -1.47498
H 3.69863 1.46380 0.00036
H 3.57755 -1.28501 -1.01348
H 4.25985 -0.99386 0.58402
H 2.97650 -2.24730 0.33544
H 3.80059 0.04850 2.70047
H 2.50211 -0.39734 3.81146
H 3.10841 -1.60172 2.66797
H 0.71089 1.82185 1.50190
H 1.11702 1.42111 3.18783
H 2.38891 2.04747 2.13013
*
```